Below is an isolated molecule of C15H19N3O5 at a distorted geometry, with properties calculated with the ωB97M-V functional and the def2-TZVPD basis.

Structure (XYZ):
```
42
Properties=species:S:1:pos:R:3:forces:R:3:nbo_charge:R:1
H -4.2660 -1.0178 -1.2015 -0.106 0.124 0.062 0.241
H 3.9308 2.0685 -0.3752 0.017 0.002 0.000 0.263
C -4.4529 -0.3873 -0.3297 -0.077 -0.352 0.021 -0.217
C 1.4409 1.1487 -0.9845 -0.474 -0.209 -0.190 0.692
C -0.7152 0.2880 0.0202 0.158 -0.275 -0.381 0.025
N 7.6451 -0.4783 0.4562 0.592 -0.067 0.136 0.530
C -6.3413 -1.9060 0.3359 0.178 0.091 0.149 -0.603
H -0.5111 1.6812 -1.6319 0.079 -0.046 -0.027 0.236
H -4.0776 1.9043 0.8190 0.051 -0.012 0.016 0.207
H 3.5191 -2.1913 -0.5029 -0.052 -0.102 -0.016 0.214
C 6.2545 -0.3295 0.1394 -1.281 0.174 -0.292 -0.023
C 4.3673 1.0887 -0.2823 -0.204 0.051 -0.042 -0.270
H -4.3268 -1.9918 1.0883 0.061 0.040 0.054 0.208
C 4.1357 -1.3167 -0.3544 -0.068 0.225 -0.016 -0.281
H -0.1192 -0.5168 0.4705 -0.193 0.056 -0.129 0.210
C -5.0540 -1.2330 0.7936 -0.060 0.073 -0.240 -0.404
H -6.7627 -2.5043 1.1394 -0.108 -0.068 0.015 0.215
C 5.4688 -1.4631 -0.0495 0.309 0.126 0.075 -0.149
O -2.0158 -1.2854 -1.1948 0.159 -0.267 -0.112 -0.644
H 6.3338 1.8041 0.1764 -0.003 0.031 0.000 0.250
C -1.9215 2.1148 0.8556 -0.442 0.042 0.078 -0.075
H 1.7571 -0.8586 -0.8865 0.027 0.207 -0.019 0.400
N 2.2205 0.0356 -0.7876 -0.185 -0.426 -0.007 -0.633
C -3.1939 1.2863 0.9999 0.455 0.270 0.244 -0.235
C 3.5689 -0.0420 -0.4760 0.525 0.045 0.117 0.280
N -3.1807 0.2056 0.0364 -0.235 0.157 -0.025 -0.424
H -1.8517 2.8646 1.6444 -0.075 -0.007 -0.106 0.208
H -5.2602 -0.6031 1.6617 0.064 -0.019 0.070 0.193
O -0.8022 1.2783 1.0137 0.171 -0.084 0.074 -0.511
H -7.0773 -1.1622 0.0387 -0.134 0.035 -0.050 0.202
C -2.0425 -0.3443 -0.4208 0.245 0.116 0.100 0.656
H 5.9197 -2.4388 0.0460 -0.010 -0.026 -0.002 0.249
C -0.0058 0.7884 -1.2615 -0.095 0.120 0.341 -0.525
H -1.9053 2.6182 -0.1202 -0.011 0.006 0.068 0.171
O 1.8444 2.2839 -0.9456 0.125 0.300 0.037 -0.581
C 5.7025 0.9424 0.0237 0.366 -0.347 0.083 -0.153
H -5.1426 0.4155 -0.6089 0.023 -0.021 -0.021 0.189
H -3.2464 0.8845 2.0196 -0.068 0.129 -0.056 0.198
O 8.0860 -1.6065 0.5503 0.142 -0.201 0.031 -0.386
H -6.1481 -2.5569 -0.5132 -0.034 -0.088 -0.104 0.208
O 8.3020 0.5308 0.6122 0.170 0.167 0.040 -0.382
H -0.0761 0.0013 -2.0141 -0.003 0.031 0.023 0.252
```
Positions in Å, forces in eV/Å.

Values from the calculation:
- HOMO: -9.14 eV
- Energy: -30569.3470 eV
- Frontier orbital gap: 8.79 eV
- Structure (SMILES): CCCN1CCO[C@H](CC(=O)Nc2ccc([N+](=O)[O-])cc2)C1=O
- Largest force on an atom: 1.3 eV/Å
- Charge: 0


Below is a structure of composition C54H52Br2Cl2O6P3RbSSi at a distorted geometry, with properties calculated with the ωB97M-V functional and the def2-TZVPD basis.

Structure (XYZ):
```
122
Properties=species:S:1:pos:R:3:forces:R:3:lowdin_charge:R:1
C -4.3274 0.2745 -1.1372 -1.388 -0.864 -0.737 -0.179
O 0.8962 3.0805 -1.2272 1.539 0.414 -0.370 -0.249
H 6.0761 -5.4673 -4.0020 -0.569 -0.943 -0.097 0.079
C -2.6335 -3.6309 1.7033 -2.770 -0.232 -0.865 -0.152
H -5.8391 4.9579 -1.0146 0.069 -0.492 -0.472 0.101
C 6.2522 0.9332 -0.6591 -0.181 -0.445 1.086 -0.066
H 1.3527 3.9515 -1.4241 -0.558 -1.794 0.398 -0.022
H -0.5014 -1.8702 -0.0841 -0.907 0.183 -0.494 0.090
H 3.2974 5.5617 -4.8953 0.694 0.265 -0.720 -0.038
C -0.7771 4.1736 4.1279 -1.770 0.548 0.055 -0.113
H 3.2106 -3.2606 2.9094 -0.800 0.365 -0.232 0.099
H -2.0140 0.1211 4.9125 -0.649 -0.888 0.460 0.099
C -1.4472 -3.2061 4.7900 -0.196 0.786 -0.376 -0.096
C -3.3646 3.1478 0.3898 0.841 0.036 -0.475 -0.318
C -5.1012 -2.5841 1.0122 0.743 -0.861 -0.562 -0.158
H 8.0282 -4.6160 -5.1312 -0.361 0.855 0.560 0.106
C 0.3729 3.4799 4.3641 1.373 -1.115 -1.610 -0.111
C -2.8166 -2.2590 1.7955 1.820 -0.627 0.130 -0.414
C -0.8705 -4.2043 -3.9651 -0.549 0.450 -0.122 -0.989
H -2.6813 4.2138 3.1650 -0.773 0.504 -0.141 0.076
C 2.6928 4.9645 -4.2703 -0.552 -0.373 0.672 -0.994
H -1.2751 3.7233 0.0954 -0.252 -0.272 0.234 0.089
H 7.0466 -2.3251 -0.0536 0.302 0.960 0.161 0.115
C 0.1022 -2.1472 1.9583 -0.594 0.548 0.973 -0.357
C 5.9261 -2.3817 -2.7015 -0.316 1.300 0.224 -0.401
C 6.3119 -4.4578 -3.7981 0.750 0.890 -1.018 -0.085
C 8.0913 -0.6160 0.8032 -0.918 0.771 0.696 -0.102
H -1.0035 5.0915 4.6931 0.109 -0.450 -0.250 0.098
O 3.5432 2.1783 -2.9833 -0.369 -1.005 0.380 -0.090
H -1.5550 -4.4915 6.4601 0.455 -0.684 0.228 0.079
H -8.4666 2.1915 2.7195 -0.205 -0.190 0.038 0.072
C -7.4062 1.9928 2.7500 0.452 0.111 -0.118 -0.135
H 8.5933 1.2024 1.8137 0.485 0.474 0.527 0.079
H 3.4122 -3.5538 0.4791 -0.006 0.159 0.140 0.071
C -2.5040 4.7497 -1.2577 -0.022 0.106 0.126 -0.075
H -2.5434 -0.2134 -7.3149 0.687 0.196 0.006 0.074
Cl 0.7610 -4.9381 -4.0917 -0.413 0.175 0.389 0.455
Cl -2.1239 -5.2904 -3.2820 0.530 0.066 -0.322 0.475
C -5.2077 2.7598 3.4017 0.962 2.218 1.304 -0.146
C -6.5896 2.8518 3.4598 -0.661 -0.644 -0.496 -0.150
C 2.3409 -2.9624 2.2836 1.309 -0.503 -0.438 -0.117
C -1.6559 -3.4872 6.1193 -0.453 -0.205 0.109 -0.121
O -3.3274 0.8530 -4.7498 -0.743 -0.513 0.546 -0.488
H 3.0436 3.9304 -4.1135 -0.280 0.479 0.096 -0.015
P -1.4522 -1.3310 2.6043 -0.543 0.139 -0.948 1.070
C 1.4531 -2.7896 0.0293 -0.889 1.067 2.017 -0.065
H -4.9170 -0.5976 -1.5413 0.708 0.627 0.191 0.059
Si -4.2451 0.0538 0.6769 0.358 -1.679 0.817 0.586
C -2.2250 -2.5680 7.0115 -0.220 -0.241 0.560 -0.129
C -2.5133 -1.3158 6.5325 0.228 1.004 -0.696 -0.115
H 1.1145 -2.3222 3.9055 -0.286 -0.115 -0.262 0.098
C -1.6764 -1.8878 4.3032 1.194 -0.865 1.053 -0.382
Br 0.9276 4.9965 -5.0929 0.248 -0.233 0.218 0.570
H -6.0935 -2.2280 0.8367 -0.598 0.504 -0.140 0.074
C -3.8046 5.0856 -1.6357 0.566 0.449 0.027 -0.113
H -1.6365 5.2174 -1.7473 -0.410 -0.315 0.281 0.103
H -4.8733 1.1590 -1.4317 -0.111 0.400 -0.085 0.022
C 5.5240 -3.6666 -2.9585 0.324 -1.132 -0.562 -0.107
O -1.2615 -0.1313 -5.6425 -0.346 -0.150 -0.530 -0.512
H 3.9022 -0.5985 -3.5060 -1.210 -0.816 -1.936 0.056
C -1.6000 2.4897 2.5606 0.068 0.948 -0.594 -0.353
H -5.5413 2.9620 0.3584 0.723 0.293 -0.143 0.113
H 1.6960 1.9405 3.4712 -1.361 0.457 -0.139 0.113
H -6.9997 3.6691 4.0088 -0.448 0.391 0.402 0.078
C 7.9825 0.7649 1.0666 -0.623 -0.652 -1.179 -0.098
C -4.8428 4.5151 -0.9589 -0.953 -0.734 0.889 -0.103
H 1.6175 2.3407 -1.2350 -0.749 1.343 0.276 -0.001
C -5.4092 0.9075 1.8114 -1.325 1.677 1.226 -0.319
C 3.4173 1.1044 -2.3161 -0.193 0.577 0.496 -0.761
C 7.8566 -2.6779 -4.0523 1.681 0.085 -0.854 -0.113
C -4.6428 3.4522 -0.0627 -0.949 0.468 0.604 -0.086
Br 2.7214 5.9288 -2.5800 -0.055 -0.276 -0.120 0.604
C 1.1699 -2.4783 2.8281 -0.175 0.092 -0.633 -0.109
C 6.2162 -0.4589 -0.7513 -0.115 -0.247 0.517 -0.369
C -6.8113 0.9669 1.9501 0.907 -0.091 -0.372 -0.113
C -2.0699 -0.9452 5.2468 -0.389 0.865 -0.454 -0.112
H 4.6108 -4.0763 -2.5191 0.303 0.183 -0.054 0.102
H -4.6284 3.5569 3.9267 -0.366 -0.836 -0.439 0.088
H -3.1142 -0.5838 7.0635 0.453 -0.012 0.436 0.093
H -1.8056 -4.0842 2.1169 1.992 -0.842 0.588 0.052
C 7.1321 -1.2142 0.0251 -0.655 -0.788 -1.173 -0.117
H -5.7116 -4.6516 0.7446 -0.058 0.393 -0.250 0.076
C 7.1246 -1.8786 -3.2062 -0.598 -0.716 -0.313 -0.092
H 1.1063 3.8246 5.1032 -0.297 -0.241 -0.332 0.093
H 6.9037 2.5758 0.5034 0.304 -0.135 0.227 0.099
P -3.0301 1.7789 1.6072 -1.321 0.795 0.588 1.038
C -4.0095 -1.7053 1.2651 -0.532 1.983 -0.425 -0.311
H -0.9060 -3.3149 -3.3008 0.512 -0.586 -0.647 0.031
C 0.2458 -2.2143 0.5789 2.749 -1.576 0.041 -0.072
C -1.7640 3.6870 3.2318 0.942 -0.106 1.308 -0.096
O -1.7883 -0.2864 -3.2391 -0.233 -0.631 0.386 -0.660
C -0.3168 1.9705 2.5416 1.626 -0.653 1.072 -0.125
C -3.6279 -4.4820 1.1855 1.314 0.539 0.223 -0.134
P 4.8494 -1.3716 -1.6231 0.385 0.208 1.775 1.083
H -1.0941 -3.9629 4.0961 -0.066 -0.037 0.233 0.093
C 7.0504 1.5082 0.3525 0.043 0.252 -0.757 -0.082
S -2.6685 -0.4137 -4.4079 1.304 1.816 -1.549 0.719
C -4.6157 1.8751 2.5472 1.099 -2.733 -1.940 -0.372
H 8.8585 -2.3607 -4.3553 -0.372 0.252 -0.207 0.100
C 4.3193 -0.0565 -2.7294 2.664 1.680 -0.189 -0.297
H -1.1315 -3.9674 -5.0091 -0.097 0.022 0.741 0.026
H 8.7468 -1.2224 1.3911 0.488 -0.243 0.159 0.086
C -1.6630 0.3584 -6.9320 -1.060 0.035 1.035 -0.227
H 1.5620 -2.8912 -1.0255 0.071 -0.029 -0.643 0.073
H -0.8233 0.3097 -7.6048 0.385 -0.418 -0.354 0.053
C 7.4477 -3.9384 -4.4666 -0.937 -1.016 1.475 -0.086
C -2.3183 3.8674 -0.1833 0.968 0.344 -1.003 -0.086
H -0.0363 1.1270 1.9263 -0.254 -0.020 -0.179 0.073
C -4.8926 -3.9390 0.8678 -0.619 0.022 0.777 -0.160
H -7.4039 0.3086 1.3186 -0.157 0.069 0.277 0.078
H -3.3596 0.3032 -1.6154 0.319 -0.160 -0.053 -0.001
C 0.6744 2.4177 3.4421 0.058 0.363 0.740 -0.063
H 5.5325 1.5572 -1.1952 0.374 -0.172 0.142 0.098
H -2.4250 -2.8341 8.0747 -0.019 0.075 -1.033 0.099
O 2.6410 0.9001 -1.3415 0.025 0.397 -0.805 -0.079
H -3.4137 -5.5316 1.0635 -0.044 -0.219 0.049 0.063
C 2.5060 -3.1219 0.8920 -1.162 -0.130 -0.029 -0.123
H 7.4387 -0.8785 -2.9621 0.188 0.093 0.123 0.104
Rb 0.2655 1.4258 -3.4136 -0.013 -0.017 -0.135 0.831
H 5.2788 0.3948 -3.1451 -1.185 -0.383 0.172 0.108
H -4.0629 5.8298 -2.3799 0.436 0.097 -0.065 0.094
H -1.9858 1.4259 -6.9506 0.122 -0.515 0.459 0.068
```
Positions in Å, forces in eV/Å.

Values from the calculation:
- HOMO (alpha / beta): 0.56 / 1.16 eV
- Energy: -281489.1525 eV
- Frontier orbital gap (alpha / beta): 2.51 / 1.91 eV
- Largest force on an atom: 3.5 eV/Å
- Charge: -2